Formula: C4H8
Source: the OMol25 dataset
Level of theory: ωB97M-V/def2-TZVPD

Calculated values
* <S²>: 0.754
* HOMO (spin up / spin down): -13.11 / -13.11 eV
* molecular weight: 56.11 Da
* energy relative to the best compared isomer or geometry (same formula, charge and spin): 71.4 kcal/mol
* energy: -4265.1461 eV
* HOMO-LUMO gap (spin up / spin down): 6.11 / 3.40 eV

ORCA input file:
```
! wB97M-V def2-TZVPD RIJCOSX def2/J DEFGRID3
* xyz 1 2
C -0.22874 0.35994 -2.42652
C -1.01820 1.42797 -2.10566
H -0.09102 0.05774 -3.46700
H 0.30480 -0.27239 -1.76593
H -1.86206 1.82256 -2.66625
H -0.55749 2.12513 -1.39350
C 1.05583 -1.29527 2.60680
C 0.19850 -0.50704 1.98554
H 2.01867 -1.43797 2.13293
H 0.84582 -1.63845 3.60723
H 0.17496 -0.30617 0.91801
H -0.78485 -0.34642 2.41203
*
```

Mulliken population analysis, charges in e, atoms 1 to 5: number 1, C, carries -0.1328; number 2, C, carries -0.1261; number 3, H, carries 0.2931; number 4, H, carries 0.2975; number 5, H, carries 0.3320